The following is a quantum chemistry calculation of a cluster of 9 separate species, C51H99BF2NO11 in total, from the OMol25 dataset.

Cartesian coordinates (Å):
C  -2.291314  -4.702163  -0.411729
C  -2.421842  -3.700391  -1.342407
B  -2.543701  -2.146253  -0.873266
O  -3.792307  -1.579824  -1.529974
C  -3.545374  -0.301483  -1.969200
F  -4.435100  -0.127087  -3.050750
C  -3.817520  0.678425  -0.823517
C  -5.253444  0.508520  -0.357703
C  -5.616776  1.129648  1.013860
C  -4.456812  1.594011  1.888835
N  -3.831708  2.847987  1.439452
C  -4.789914  3.958599  1.399134
C  -2.680648  3.203382  2.166864
C  -2.210489  2.367266  3.330328
O  -2.032292  4.222954  1.849779
C  -2.046512  -0.393951  -2.426940
C  -1.393682  0.980450  -2.513848
C  -1.906171  1.910553  -3.589722
F  -3.172865  2.415428  -3.321529
C  -1.895788  -1.164295  -3.727626
C  -0.477276  -1.221427  -4.315815
C  0.642344  -1.834974  -3.472123
C  1.490320  -0.812546  -2.710478
C  2.117850  0.258161  -3.616814
C  2.334506  1.628201  -2.998930
C  3.210078  1.576173  -1.742495
C  3.609771  2.991068  -1.293062
C  2.874979  3.533807  -0.073911
C  3.604577  4.752642  0.526431
C  2.901582  6.095771  0.339835
C  2.351351  6.331050  -1.066646
C  2.137880  7.815738  -1.331798
C  1.212149  8.470043  -0.294024
O  -1.507593  -1.157614  -1.371814
H  -2.993787  -4.741819  0.419790
H  -1.474028  -5.412969  -0.381752
H  -2.489521  -3.983375  -2.393358
H  -2.651578  -1.970928  0.343044
H  -3.690217  1.692094  -1.186225
H  -3.078610  0.422963  -0.073556
H  -5.547175  -0.531389  -0.369148
H  -5.877188  0.995935  -1.104360
H  -6.112371  0.351504  1.592423
H  -6.355689  1.919085  0.923896
H  -4.830948  1.676606  2.915649
H  -3.721698  0.796861  1.906421
H  -5.202302  4.141974  2.391465
H  -5.551201  3.745227  0.665254
H  -4.254212  4.825470  1.035456
H  -2.986031  2.216155  4.074148
H  -1.829961  1.410409  2.990362
H  -1.394344  2.899244  3.800939
H  -1.479739  1.515955  -1.570219
H  -0.325493  0.894452  -2.695850
H  -1.927001  1.454558  -4.576058
H  -1.237313  2.769123  -3.657140
H  -2.280073  -2.168906  -3.611219
H  -2.516164  -0.709299  -4.500634
H  -0.586699  -1.831060  -5.211494
H  -0.204255  -0.229363  -4.662106
H  1.330624  -2.376627  -4.123381
H  0.241538  -2.584672  -2.797298
H  0.970692  -0.353374  -1.875058
H  2.333894  -1.339554  -2.268233
H  3.130054  -0.082273  -3.846595
H  1.615855  0.350236  -4.573530
H  1.407457  2.129740  -2.717937
H  2.814661  2.267128  -3.738853
H  4.105458  1.002249  -1.960330
H  2.606895  1.128138  -0.958647
H  3.453445  3.686029  -2.116286
H  4.673104  2.995450  -1.065047
H  2.869796  2.756413  0.687126
H  1.839647  3.786028  -0.280076
H  3.685088  4.588136  1.599936
H  4.628447  4.810981  0.177128
H  3.635073  6.882439  0.523143
H  2.120209  6.210676  1.085369
H  1.410517  5.800279  -1.182680
H  3.077458  5.971134  -1.791572
H  3.097579  8.328630  -1.290946
H  1.712538  7.990304  -2.316335
H  0.432983  7.754470  -0.039750
H  0.700235  9.328283  -0.716793
H  1.750192  8.755343  0.600338
C  0.286897  -1.705483  4.335399
C  -0.506905  -1.657120  3.044905
O  -1.302515  -0.771741  2.836390
C  -0.252908  -2.754543  2.047019
H  0.012148  -0.860858  4.964393
H  0.074653  -2.633616  4.868979
H  1.354864  -1.655773  4.117984
H  -0.490537  -3.727854  2.485297
H  0.797590  -2.744953  1.747030
H  -0.872500  -2.600990  1.165620
C  1.045607  -9.153461  -0.998622
C  -0.200055  -8.372652  -0.664157
O  -0.420823  -7.274459  -1.111756
C  -1.184938  -9.032835  0.271581
H  1.666439  -8.577917  -1.676448
H  1.613462  -9.363394  -0.091312
H  0.775325  -10.096871  -1.476680
H  -0.709021  -9.234313  1.233179
H  -1.547493  -9.970325  -0.151969
H  -2.028166  -8.363050  0.426301
C  3.936897  -3.595042  -0.661281
C  5.413273  -3.805603  -0.424946
O  5.960395  -4.876259  -0.552605
C  6.170474  -2.564337  -0.018319
H  3.448841  -4.521371  -0.951534
H  3.460180  -3.217316  0.244258
H  3.813057  -2.862490  -1.460018
H  5.762009  -2.169016  0.913672
H  6.089233  -1.806455  -0.794135
H  7.221437  -2.807278  0.127804
C  -4.816631  -9.875700  1.291664
C  -4.066565  -11.119928  1.702668
O  -3.222742  -11.613286  0.994329
C  -4.419720  -11.717365  3.045616
H  -4.470650  -9.548298  0.314999
H  -5.886692  -10.083246  1.239768
H  -4.642913  -9.076830  2.014417
H  -5.473415  -11.999697  3.064340
H  -4.230639  -10.992121  3.838469
H  -3.811187  -12.601224  3.219545
C  -6.959114  6.403941  -2.842602
C  -6.415664  6.399149  -1.433052
O  -6.885288  5.691395  -0.576575
C  -5.251378  7.318751  -1.147665
H  -7.785629  5.701764  -2.912978
H  -7.313945  7.402507  -3.103982
H  -6.178957  6.106288  -3.544473
H  -5.536167  8.354834  -1.339700
H  -4.404027  7.057132  -1.782958
H  -4.956867  7.217381  -0.106218
C  6.341291  7.210647  3.425884
C  6.695424  7.160906  1.957864
O  6.253198  6.305054  1.232100
C  7.626175  8.235520  1.443500
H  5.669178  6.389582  3.661738
H  7.243527  7.120478  4.033065
H  5.846548  8.154404  3.660183
H  8.581271  8.187428  1.968927
H  7.183318  9.220492  1.598455
H  7.796653  8.086009  0.380449
C  7.434549  2.626269  -1.482376
C  7.470738  1.259829  -0.840426
O  6.844096  0.331769  -1.291032
C  8.326390  1.108160  0.396018
H  6.786011  2.598425  -2.354205
H  7.048375  3.363041  -0.775689
H  8.438660  2.920895  -1.792415
H  7.976026  1.783618  1.177828
H  9.366527  1.341006  0.162722
H  8.263180  0.084107  0.755975
C  -3.565743  -5.119527  3.506764
C  -2.576179  -6.217587  3.816557
O  -1.517859  -6.289388  3.242245
C  -2.972738  -7.221389  4.877683
H  -3.160953  -4.472852  2.731060
H  -4.505030  -5.549202  3.154698
H  -3.759659  -4.525193  4.401595
H  -3.887858  -7.737168  4.582063
H  -3.141751  -6.713910  5.828498
H  -2.176190  -7.951457  5.000808

Force components x, y, z for each atom (eV/Å):
0.1157 0.6883 -0.5323
-0.3480 -0.3243 1.3752
-2.1188 0.8216 -0.5260
-0.0426 0.0783 -0.0516
-0.0397 -1.7701 0.2193
0.2816 0.7277 0.1161
-0.4629 -0.0714 -1.1489
-0.3522 0.7712 0.1323
0.2715 -0.4216 0.0917
-0.3557 -0.1787 -0.2423
0.2186 -0.3151 1.5732
0.7424 -0.0756 -0.8595
1.1298 1.8203 -1.1583
0.2145 0.1521 -0.2922
-1.3005 -1.5424 0.6421
-0.5883 0.0453 0.3775
0.0181 0.2868 0.0979
0.4217 0.0507 -0.0970
-0.1659 0.0936 -0.0424
0.0964 0.3194 -0.5707
-0.4932 -0.4949 0.0666
0.1424 0.3472 0.0604
0.3349 0.0476 -0.0610
0.5336 -0.0874 0.1331
0.0559 -0.0207 0.3492
-0.5055 0.8985 -0.4823
-0.2206 -0.2062 -0.0006
0.6691 0.0978 0.3312
-0.6498 -0.0974 0.4217
0.4005 -0.0295 -0.3944
0.2364 0.4595 0.2817
-0.3417 0.3266 0.4636
-0.1526 -0.4578 -0.5631
0.7055 -0.2121 0.0539
0.9418 1.0011 0.9901
-0.9609 -1.1424 -0.9456
1.7443 0.1371 -0.3236
0.1935 -0.4556 0.0489
0.2516 0.2240 0.2521
0.1435 0.0645 0.2013
0.2173 -0.3239 0.0436
-0.1311 -0.0213 -0.1806
-0.0993 -0.0722 0.1704
-0.0882 0.1444 -0.1176
-0.0707 0.2402 0.1489
0.2773 0.0034 -0.0263
-0.2831 0.0920 0.0720
-0.3407 0.0099 0.0668
0.0298 0.2583 0.1635
-0.2448 -0.1962 -0.0348
-0.1310 -0.2934 0.0496
0.1579 0.1727 -0.0142
-0.0244 -0.1025 0.2585
0.0004 -0.1518 -0.0381
-0.1883 -0.2134 -0.1136
0.0590 0.1785 0.0522
-0.0896 -0.1659 0.2751
-0.1984 0.0785 -0.0499
0.0833 -0.0147 -0.2596
0.1152 0.1479 -0.1030
0.0743 -0.0055 -0.2571
-0.1629 0.0223 0.2364
-0.3696 -0.1001 0.0284
-0.0090 -0.1961 0.2876
0.0954 -0.1546 -0.3228
-0.2194 0.0400 -0.1009
-0.2498 -0.0251 -0.1100
0.1148 0.1319 -0.1374
0.0857 -0.3535 0.1722
0.2586 -0.4514 0.2403
0.1793 0.1278 -0.2196
0.1566 0.0891 0.0529
-0.1596 -0.2086 0.0535
-0.2201 -0.1282 -0.1444
0.1449 0.0346 0.1818
0.1432 0.0011 -0.2932
0.1014 0.1291 0.2203
-0.2336 0.0177 0.0523
-0.1042 -0.1670 -0.2391
-0.0179 -0.3010 -0.1812
0.2257 0.0326 -0.1882
0.0444 -0.1416 -0.2561
-0.1335 -0.0274 0.2739
0.0861 0.3288 0.0594
-0.0155 0.0655 0.2556
-0.1494 0.2039 0.0668
0.0611 -0.1594 -0.1905
-0.0226 0.1082 0.1872
-0.1302 0.1607 -0.1242
-0.0094 0.0144 -0.0017
0.1205 -0.0663 -0.0505
0.0192 -0.1373 0.0101
0.1362 -0.0305 -0.0019
0.0550 -0.1103 0.1127
-0.0241 -0.0038 0.0424
0.0857 0.1157 -0.1450
-0.3348 0.1008 0.1930
0.3741 -0.1938 -0.2184
-0.0601 0.1178 -0.0406
0.0513 0.0822 -0.0709
-0.0523 -0.1223 0.0269
0.0181 -0.0646 0.1218
-0.0001 -0.1304 -0.0181
0.0812 -0.0942 0.1053
0.0267 0.0525 0.0025
0.0866 -0.3380 -0.1146
-0.0879 0.2142 0.1602
-0.0473 -0.0844 -0.0457
0.2239 -0.3211 0.0044
0.0365 -0.0624 -0.0169
0.0073 0.1571 -0.0563
-0.1069 0.1025 0.0990
-0.0814 0.1166 -0.0815
-0.0834 0.1316 0.0924
0.0091 -0.0214 0.0013
0.1359 -0.0645 -0.1678
-0.0568 0.1098 0.0178
0.0361 -0.1188 -0.0204
0.1600 -0.1337 -0.0810
0.0127 0.0140 -0.0129
-0.0248 0.0610 0.1239
-0.1079 -0.0072 0.0545
-0.0374 0.1126 0.0696
-0.1259 0.0375 0.0135
0.0170 -0.0102 -0.0067
-0.1183 -0.1329 0.0924
0.0998 0.0303 -0.0707
-0.1206 -0.0174 0.0895
-0.0404 -0.0898 0.1789
-0.0070 -0.0235 0.0096
0.1126 0.0300 -0.0672
0.0266 0.1083 -0.0306
0.0578 0.0014 -0.1225
-0.0191 0.0825 -0.0734
0.0049 -0.0183 0.0134
-0.1041 -0.1747 -0.0844
0.0157 0.0929 0.0942
0.1168 -0.0368 -0.0566
-0.0548 -0.1293 -0.1750
-0.0165 -0.0134 -0.0102
0.0053 0.1329 0.0229
0.1060 0.0521 0.0497
-0.0328 0.1016 0.0823
0.0711 0.0229 0.1073
-0.0061 -0.0103 -0.0197
-0.0998 -0.1314 -0.1057
0.0161 0.1482 0.0138
-0.0066 0.0001 -0.0813
-0.0921 -0.2042 -0.0211
-0.0219 -0.0069 -0.0094
0.1222 0.0573 0.0254
0.0274 0.0715 0.1107
0.0862 0.0964 -0.0288
-0.0075 0.1236 0.0493
-0.0095 -0.0217 -0.0049
0.2258 0.0402 -0.0934
-0.1722 0.2182 -0.1058
0.1828 -0.1456 0.0713
0.2209 -0.1043 -0.0693
-0.0059 -0.0027 -0.0335
-0.0691 0.0238 0.0993
-0.1254 -0.0643 0.0376
-0.0973 0.0806 0.0825
-0.1401 -0.0025 -0.0151
0.0271 -0.0108 -0.0054

Orbital gap   0.201 hartree
Lowest unoccupied orbital energy   0.0628 Ha
Spin multiplicity   1
Highest occupied orbital energy   -3.761 eV
DFT total energy   -84617.63873 eV
Charge   -1

Mulliken atomic charge list, values in e, 99 entries:
1 C -1.143
2 C -0.158
3 B 1.797
4 O -0.699
5 C 0.498
6 F -0.499
7 C 0.033
8 C -1.073
9 C -1.126
10 C -0.919
11 N 0.755
12 C -1.395
13 C 0.661
14 C -0.893
15 O -0.725
16 C 1.483
17 C 0.707
18 C -0.994
19 F -0.291
20 C -1.216
21 C -0.954
22 C -0.851
23 C 0.616
24 C -1.017
25 C -0.542
26 C -0.456
27 C 0.374
28 C -0.376
29 C -0.654
30 C -0.596
31 C -0.224
32 C -0.739
33 C -1.125
34 O -0.983
35 H 0.155
36 H 0.394
37 H 0.283
38 H -0.613
39 H 0.237
40 H 0.067
41 H 0.429
42 H 0.209
43 H 0.411
44 H 0.463
45 H 0.707
46 H 0.196
47 H 0.332
48 H 0.330
49 H 0.484
50 H 0.325
51 H 0.092
52 H 0.368
53 H 0.675
54 H -1.754
55 H 0.287
56 H 0.421
57 H 0.565
58 H 0.304
59 H 0.335
60 H 0.367
61 H 0.665
62 H 0.166
63 H 0.044
64 H -0.457
65 H 0.604
66 H 0.449
67 H 0.008
68 H 0.523
69 H 0.169
70 H 0.362
71 H 0.026
72 H -0.474
73 H 0.505
74 H 0.161
75 H 0.265
76 H 0.222
77 H 0.314
78 H 0.231
79 H 0.266
80 H 0.141
81 H 0.340
82 H 0.459
83 H 0.259
84 H 0.374
85 H 0.275
86 C -1.331
87 C 0.702
88 O -0.493
89 C 0.142
90 H 0.319
91 H 0.295
92 H 0.331
93 H 0.135
94 H 0.077
95 H -0.432
96 C -1.259
97 C 0.674
98 O -0.494
99 C -0.755